C2H8NO | the ωB97M-V functional and the def2-TZVPD basis

Cartesian coordinates (Å):
1 H -0.3240 2.3816 0.7386
2 H 0.9448 0.8916 -1.4738
3 N -0.1504 -0.3733 -0.2203
4 H 1.2954 -1.2447 1.0790
5 H 1.7516 -0.6443 -1.1452
6 H 0.1369 -2.3930 0.3387
7 H 0.4309 -0.5685 -2.2804
8 C 0.7665 -0.1680 -1.3101
9 H -0.6010 0.6297 0.1535
10 C 0.2494 -1.3766 0.7293
11 O -1.0986 1.8141 0.6526
12 H -0.3725 -1.2740 1.6309

Summary:
**Orbital gap**: 7.108 eV
**Charge**: -1
**ΔE to the lowest compared entry with this formula, charge and spin**: 0.633 eV
**Lowest unoccupied orbital energy**: 4.6 eV
**Calculated total energy**: -5740.540 eV

***

C12H12N6O2PtSe3Te2 | the ωB97M-V functional and the def2-TZVPD basis

Cartesian coordinates (Å):
1 H 0.1826 -1.2005 -4.6932
2 O 0.5138 1.2435 -0.0496
3 C -2.0257 -4.7346 -5.1235
4 N 2.5630 -0.6952 -2.7030
5 H -3.1710 -2.2162 -1.6010
6 H -0.9105 0.9494 2.0761
7 C -2.9373 -3.6897 -3.1287
8 H -1.3755 -4.7400 -5.9837
9 Te 2.0915 -0.5945 1.5128
10 Se -1.6763 -2.9249 0.6051
11 H 0.3885 -2.8845 -5.2276
12 O -0.6539 2.2943 -1.6339
13 C -2.0687 -3.6675 -4.2364
14 C -0.4960 1.8544 -0.5058
15 Se -1.2521 -0.1011 -2.5102
16 N -2.7319 -2.5101 -2.4636
17 H -4.2918 -6.7102 -3.5448
18 C -0.3321 -2.0772 -5.0881
19 N -1.6259 0.7785 1.3639
20 C -3.7574 -4.7714 -2.8529
21 C -2.8518 -5.8097 -4.8461
22 H -2.5042 0.5962 1.8442
23 Se 1.5773 1.0086 3.2016
24 C 2.6264 -0.1697 -3.8653
25 N 1.3024 -1.8047 -0.9853
26 N 2.7645 0.3022 -4.9078
27 H -2.6145 1.9595 -0.0702
28 H -2.8305 -6.6726 -5.4919
29 C -1.7647 -1.7993 -3.0794
30 H -1.5790 2.8963 1.0533
31 C -3.6926 -5.8344 -3.7335
32 H -4.3862 -4.7821 -1.9763
33 H -0.7636 -1.8231 -6.0577
34 C -1.6882 1.9556 0.5042
35 Pt -0.4456 -0.8503 -0.0227
36 C 1.8092 -1.2235 -1.8892
37 N -1.3603 -2.4836 -4.1683
38 Te 0.1572 -2.4659 2.2548

Summary:
**Orbital gap (alpha / beta)**: 4.435 / 4.371 eV
**ΔE to the lowest compared entry with this formula, charge and spin**: 2.945 eV
**Lowest unoccupied orbital energy (alpha / beta)**: -2.9 / -2.9 eV
**Calculated total energy**: -239544.430 eV

***

C13H13FN6O3S | the ωB97M-V functional and the def2-TZVPD basis

Cartesian coordinates (Å):
1 H -2.1753 1.3471 -0.8347
2 C 0.4997 -2.5715 -0.7425
3 C 3.6482 -2.1053 0.6526
4 N -0.7409 0.3552 1.1729
5 H -0.6059 1.2197 0.6583
6 C -0.2505 -1.2526 -0.4949
7 C -3.0298 4.5883 -0.5707
8 H 0.3275 -2.8820 -1.7726
9 H 2.0565 -1.9725 -3.2642
10 N -2.8465 1.1581 1.7691
11 H 0.5847 -1.2110 1.3963
12 C 2.9268 -2.4868 -1.3905
13 H -3.8341 5.5564 1.1557
14 N 1.9070 -2.4404 -0.4936
15 H -2.2620 3.4099 -2.1787
16 C -3.3811 3.4866 1.5102
17 H 0.0802 -3.3166 -0.0585
18 C -3.4547 4.6344 0.7456
19 C -2.5579 3.4200 -1.1420
20 C -1.9766 0.1199 1.7177
21 F -3.0910 5.7072 -1.3190
22 H 3.6825 -2.6603 -3.3512
23 O -0.9735 -0.7381 -1.3157
24 H 5.0941 -2.2466 -1.0226
25 C -2.8843 2.3042 0.9645
26 H 2.2998 -3.7070 -3.0203
27 C -2.4913 2.2723 -0.3745
28 N 2.3268 -2.2064 0.7356
29 H -3.6022 1.0401 2.4306
30 N 0.0005 -0.7229 0.7208
31 O 5.6457 -1.8481 1.6406
32 O 3.8723 -1.5948 2.8385
33 C 4.0850 -2.2782 -0.6713
34 N 4.4408 -1.8331 1.7967
35 H -3.7091 3.5013 2.5384
36 S -2.3374 -1.3263 2.4137
37 C 2.7261 -2.7202 -2.8406

Summary:
**Orbital gap**: 8.049 eV
**Lowest unoccupied orbital energy**: -0.4 eV
**Calculated total energy**: -42324.684 eV

***

C16H17BrN8O4S2 | the ωB97M-V functional and the def2-TZVPD basis

Cartesian coordinates (Å):
1 N -7.4694 -0.5772 -3.2194
2 C -2.6745 1.2979 -1.4281
3 N 0.6021 -0.4648 2.4245
4 C 5.0055 -1.3513 2.0752
5 N -6.3101 -0.6695 -3.8812
6 C 4.3747 -1.3071 3.3009
7 S -3.0428 0.7837 1.2948
8 N -6.0951 0.7719 -2.2776
9 H -2.6917 2.4508 -3.2393
10 H 1.1617 -1.0209 1.7736
11 C -6.0964 -1.5246 -5.0064
12 H -3.6261 -0.4653 -0.6558
13 O -0.6402 2.9396 -2.9457
14 H 1.4874 -2.5880 3.9465
15 H -4.5797 1.0148 -0.4951
16 N -0.7399 0.9099 -0.0893
17 H -5.3388 -2.2740 -4.7718
18 C 0.9488 -0.5217 3.7288
19 H -1.4348 -0.9293 0.7323
20 C -0.3910 2.0188 -2.2117
21 N 3.0804 -1.5867 3.0674
22 C 0.3020 1.3541 0.6972
23 C -5.4525 0.1897 -3.2728
24 H 3.2603 -2.2675 -0.7503
25 O 0.4808 0.1652 4.6027
26 N -7.3196 0.2678 -2.2924
27 H 1.4194 1.8444 -2.7710
28 C -1.3407 1.3983 -1.2415
29 N 2.8532 -1.7997 1.7663
30 H 5.0258 -2.3962 -0.5736
31 C -0.2363 0.5650 1.9061
32 H -4.2755 2.3194 -2.4125
33 C -3.3452 1.8082 -2.6546
34 H -0.5651 1.1987 2.7354
35 S -3.8217 0.4326 -3.7842
36 C 4.0063 -1.6605 1.1339
37 H 2.3850 -1.4797 5.0162
38 Br 6.8334 -1.0679 1.7321
39 H 4.2733 -0.8156 -0.7885
40 O 1.2428 2.0535 0.4777
41 C 4.1477 -1.7989 -0.3349
42 C -1.3748 0.1389 0.9544
43 O 0.7830 1.3949 -2.1925
44 H -7.0419 -2.0116 -5.2349
45 H -5.7602 -0.9373 -5.8621
46 H 4.7604 -1.1037 4.2784
47 C 1.9960 -1.6193 4.0071
48 C -3.5699 0.6064 -0.4440

Summary:
**Orbital gap**: 9.007 eV
**ΔE to the lowest compared entry with this formula, charge and spin**: 0.000 eV
**Lowest unoccupied orbital energy**: 0.0 eV
**Calculated total energy**: -128690.551 eV